Record 1
Below is a single C2H2Cl2O molecule, with properties calculated with wB97M-V/def2-TZVPD.

Calculated values
Kohn-Sham gap   0.3809 hartree
Structure (SMILES)   O=CC(Cl)Cl
HOMO   -10.153 eV

Atoms and positions in Å:
C1 0.398 -0.373 -0.491
C2 -0.676 0.565 0.594
O1 -1.323 1.573 0.507
Cl1 1.599 0.786 -1.172
Cl2 0.851 -1.755 0.423
H1 -0.122 -0.681 -1.375
H2 -0.725 -0.115 1.514

Record 2
Below is a single C2H4N4O molecule, with properties calculated with wB97M-V/def2-TZVPD.

Calculated values
Kohn-Sham gap   0.3982 hartree
Structure (SMILES)   Cn1nn[nH]c1=O
HOMO   -9.943 eV

Atoms and positions in Å:
C1 -1.588 -0.670 0.002
C2 0.443 0.986 -0.028
H1 -1.994 0.354 -0.218
H2 -1.852 -1.223 -0.873
H3 -1.928 -1.071 0.950
H4 2.520 1.328 0.106
N1 -0.097 -0.282 0.131
N2 0.928 -1.315 -0.038
N3 2.032 -0.711 -0.054
N4 1.763 0.656 0.059
O1 -0.227 1.947 -0.035

Record 3
Below is a molecular structure, C42H43Cr2N8O4, with properties calculated with wB97M-V/def2-TZVPD.

Calculated values
Spin multiplicity   9
Kohn-Sham gap (alpha / beta)   0.2896 / 0.3208 hartree
⟨S²⟩   20.02
Net charge   +1
HOMO (alpha / beta)   -9.776 / -10.762 eV

Atoms and positions in Å:
Cr1 -6.032 10.817 -16.921
Cr2 -6.501 12.204 -14.077
C1 -5.681 14.118 -16.534
O1 -5.799 12.824 -16.056
H1 -6.008 14.207 -17.581
H2 -6.304 14.847 -15.990
H3 -4.651 14.504 -16.486
C2 -6.830 9.550 -14.950
O2 -5.715 10.149 -14.446
O3 -6.739 8.805 -16.008
O4 -7.539 10.670 -15.167
N1 -2.501 9.820 -10.485
C3 -2.603 10.359 -11.691
C4 -3.274 9.765 -12.744
C5 -3.886 8.542 -12.528
C6 -3.787 7.973 -11.264
C7 -3.095 8.651 -10.283
H4 -2.167 11.345 -11.832
H5 -3.336 10.210 -13.728
H6 -4.425 8.085 -13.348
H7 -4.195 6.986 -11.080
H8 -2.935 8.216 -9.304
N2 -7.422 11.398 -12.143
C8 -8.562 11.798 -11.585
C9 -8.995 11.341 -10.359
C10 -8.208 10.433 -9.667
C11 -7.002 10.036 -10.213
C12 -6.669 10.528 -11.469
H9 -9.157 12.531 -12.112
H10 -9.963 11.604 -9.957
H11 -8.492 10.012 -8.710
H12 -6.289 9.381 -9.733
H13 -5.720 10.251 -11.911
N3 -3.853 10.578 -16.984
C13 -2.944 11.529 -17.176
C14 -1.604 11.338 -16.902
C15 -1.220 10.154 -16.299
C16 -2.153 9.129 -16.164
C17 -3.440 9.380 -16.597
H14 -3.291 12.418 -17.688
H15 -0.890 12.130 -17.077
H16 -0.178 9.950 -16.084
H17 -1.811 8.180 -15.779
H18 -4.152 8.559 -16.599
N4 -7.784 11.556 -18.089
C18 -8.979 10.974 -17.890
C19 -10.139 11.372 -18.518
C20 -10.048 12.364 -19.492
C21 -8.811 12.926 -19.757
C22 -7.732 12.520 -18.994
H19 -8.972 10.211 -17.117
H20 -11.107 10.974 -18.250
H21 -10.956 12.747 -19.942
H22 -8.734 13.777 -20.418
H23 -6.801 13.055 -19.144
N5 -8.879 6.319 -17.850
C23 -8.499 6.075 -16.601
C24 -8.620 4.814 -16.042
C25 -9.041 3.747 -16.825
C26 -9.439 4.018 -18.112
C27 -9.342 5.321 -18.587
H24 -8.189 6.944 -16.034
H25 -8.241 4.616 -15.045
H26 -8.974 2.741 -16.436
H27 -9.747 3.258 -18.820
H28 -9.748 5.582 -19.559
N6 -8.137 13.598 -14.133
C28 -9.064 13.381 -15.065
C29 -10.167 14.196 -15.235
C30 -10.296 15.306 -14.418
C31 -9.318 15.561 -13.461
C32 -8.269 14.677 -13.362
H29 -8.860 12.570 -15.756
H30 -10.908 13.939 -15.978
H31 -11.156 15.961 -14.484
H32 -9.422 16.446 -12.851
H33 -7.449 14.876 -12.680
N7 -11.908 10.763 -14.607
C33 -12.996 10.584 -13.878
C34 -13.007 9.883 -12.674
C35 -11.824 9.348 -12.196
C36 -10.678 9.588 -12.932
C37 -10.769 10.283 -14.135
H34 -13.953 10.871 -14.300
H35 -13.956 9.630 -12.218
H36 -11.777 8.748 -11.295
H37 -9.701 9.205 -12.659
H38 -9.865 10.352 -14.736
N8 -5.840 9.569 -18.867
C38 -4.872 9.616 -19.773
C39 -4.687 8.689 -20.777
C40 -5.609 7.662 -20.901
C41 -6.660 7.640 -20.016
C42 -6.712 8.565 -18.993
H39 -4.163 10.434 -19.686
H40 -3.834 8.808 -21.430
H41 -5.547 6.903 -21.669
H42 -7.399 6.854 -20.066
H43 -7.585 8.567 -18.354

Record 4
Below is a molecular structure, C31H36BrGeN2O6PRe, with properties calculated with wB97M-V/def2-TZVPD.

Calculated values
Kohn-Sham gap   0.1421 hartree
Net charge   +3
HOMO   -16.293 eV

Atoms and positions in Å:
Re1 -0.569 -0.407 0.811
C1 -1.542 0.199 5.955
C2 -0.445 -0.095 4.974
C3 0.870 -0.384 5.366
C4 1.862 -0.649 4.429
C5 1.556 -0.648 3.088
Br1 2.906 -1.003 1.854
N1 0.274 -0.385 2.666
C6 -0.683 -0.102 3.625
H1 -1.166 0.179 6.975
H2 -2.340 -0.539 5.875
H3 -1.974 1.183 5.773
H4 1.123 -0.398 6.420
H5 2.875 -0.859 4.740
H6 -1.680 0.113 3.253
O1 -4.088 -1.013 -0.201
N2 -3.002 -0.913 0.174
O2 -1.982 -0.594 -0.631
O3 -2.549 -1.107 1.378
C7 -2.315 3.070 -3.090
C8 -1.283 2.097 -2.603
O4 -1.259 2.181 -1.100
P1 -0.151 1.828 -0.108
O5 1.218 2.060 -0.761
C9 2.524 2.457 -0.148
C10 3.018 3.694 -0.839
O6 -0.378 2.589 1.222
C11 -0.541 4.089 1.331
C12 -1.003 4.395 2.724
H7 -2.366 2.996 -4.177
H8 -2.051 4.096 -2.836
H9 -3.301 2.837 -2.692
H10 -0.277 2.331 -2.941
H11 -1.524 1.062 -2.831
H12 3.171 1.597 -0.306
H13 2.356 2.601 0.920
H14 3.127 3.526 -1.910
H15 3.999 3.947 -0.435
H16 2.357 4.545 -0.677
H17 -1.265 4.375 0.572
H18 0.433 4.518 1.105
H19 -1.975 3.947 2.926
H20 -1.107 5.476 2.821
H21 -0.277 4.061 3.464
C13 0.672 -1.101 -0.141
Ge1 1.719 -2.082 -1.719
C14 3.543 -1.580 -1.365
C15 4.092 -0.340 -1.703
C16 5.414 -0.053 -1.393
C17 6.196 -0.997 -0.741
C18 5.661 -2.232 -0.399
C19 4.339 -2.524 -0.708
C20 0.688 -1.320 -3.156
C21 -0.537 -1.926 -3.458
C22 -1.288 -1.484 -4.539
C23 -0.816 -0.448 -5.335
C24 0.401 0.157 -5.045
C25 1.146 -0.268 -3.955
C26 1.286 -3.905 -1.286
C27 1.346 -4.842 -2.311
C28 1.088 -6.181 -2.047
C29 0.764 -6.586 -0.760
C30 0.705 -5.659 0.267
C31 0.967 -4.321 0.005
H22 3.504 0.405 -2.224
H23 5.843 0.898 -1.681
H24 7.231 -0.776 -0.513
H25 6.279 -2.975 0.089
H26 3.938 -3.500 -0.459
H27 -0.894 -2.764 -2.872
H28 -2.224 -1.971 -4.780
H29 -1.386 -0.127 -6.197
H30 0.783 0.939 -5.689
H31 2.111 0.187 -3.775
H32 1.597 -4.539 -3.323
H33 1.138 -6.907 -2.847
H34 0.562 -7.629 -0.556
H35 0.460 -5.983 1.269
H36 0.946 -3.610 0.829

Record 5
Below is 2 unconnected molecules or ions with the total composition C6H16O, with properties calculated with wB97M-V/def2-TZVPD.

Calculated values
Kohn-Sham gap   0.4112 hartree
Structure (SMILES)   CC(C)O.CCC
HOMO   -10.257 eV

Atoms and positions in Å:
C1 1.574 -0.057 0.803
C2 1.260 0.418 2.200
C3 2.658 0.798 0.135
H1 2.042 -1.058 0.785
H2 0.657 -0.276 0.262
H3 0.922 -0.336 2.902
H4 3.596 0.521 0.615
H5 2.694 0.605 -0.940
H6 2.456 1.870 0.228
H7 2.092 0.942 2.685
H8 0.446 1.158 2.145
C4 -2.106 -0.554 -1.335
C5 -2.264 -0.818 0.149
C6 -1.105 0.583 -1.632
O1 -1.731 -1.744 -2.032
H9 -3.049 -0.243 -1.775
H10 -2.491 0.092 0.712
H11 -0.768 0.986 -0.669
H12 -0.164 0.340 -2.136
H13 -1.464 1.378 -2.287
H14 -0.816 -1.976 -1.747
H15 -1.318 -1.173 0.567
H16 -3.121 -1.458 0.367

Record 6
Below is a molecular structure, C32H30F5N10O4PbSeTe, with properties calculated with wB97M-V/def2-TZVPD.

Calculated values
Kohn-Sham gap   0.2828 hartree
Net charge   +1
HOMO   -11.158 eV

Atoms and positions in Å:
Pb1 0.274 -1.201 -1.189
N1 3.013 -3.114 0.608
C1 3.495 -2.008 -0.032
N2 4.778 -2.085 -0.337
C2 5.281 -1.027 -0.979
N3 6.523 -1.102 -1.442
N4 4.595 0.120 -1.193
C3 3.324 0.072 -0.892
N5 2.683 -0.952 -0.279
C4 2.510 1.238 -1.342
C5 3.088 2.492 -1.425
C6 2.340 3.532 -1.952
C7 1.063 3.272 -2.413
C8 0.559 1.992 -2.284
N6 1.257 0.995 -1.746
H1 3.633 -3.915 0.554
H2 1.644 -4.029 -0.340
H3 6.967 -2.005 -1.477
H4 6.838 -0.369 -2.056
H5 4.107 2.625 -1.091
H6 2.760 4.526 -2.022
H7 0.456 4.050 -2.853
H8 -0.438 1.746 -2.631
O1 -0.598 2.522 0.377
C9 -1.468 1.729 0.052
N7 -2.800 1.998 -0.044
C10 -3.587 0.844 -0.439
C11 -2.451 -0.187 -0.565
O2 -2.574 -1.358 -0.905
N8 -1.256 0.389 -0.272
C12 -4.262 1.006 -1.801
C13 -5.116 0.001 -2.252
C14 -5.778 0.140 -3.459
C15 -5.591 1.282 -4.231
C16 -4.721 2.268 -3.800
C17 -4.051 2.129 -2.589
C18 -4.601 0.483 0.646
C19 -5.826 1.144 0.683
C20 -6.749 0.855 1.676
C21 -6.458 -0.089 2.652
C22 -5.241 -0.751 2.622
C23 -4.323 -0.468 1.619
H9 -3.188 2.902 0.160
H10 -5.251 -0.891 -1.653
H11 -6.446 -0.640 -3.799
H12 -6.125 1.402 -5.164
H13 -4.562 3.153 -4.403
H14 -3.365 2.900 -2.262
H15 -6.066 1.877 -0.077
H16 -7.703 1.366 1.685
H17 -7.184 -0.319 3.420
H18 -5.005 -1.493 3.374
H19 -3.396 -1.027 1.571
C24 -1.454 -3.161 1.654
O3 -0.491 -2.084 1.705
H20 -2.025 -3.092 0.730
H21 -2.129 -3.143 2.511
H22 -0.877 -4.083 1.675
C25 0.735 2.117 3.343
N9 1.481 0.877 3.118
C26 0.943 -0.327 2.956
Se1 -0.889 -0.665 2.717
N10 1.905 -1.241 2.837
C27 3.143 -0.600 2.868
C28 4.443 -1.071 2.747
C29 5.444 -0.120 2.712
C30 5.163 1.251 2.818
C31 3.874 1.712 3.004
C32 2.870 0.754 3.031
H23 -0.183 1.896 3.882
H24 0.483 2.584 2.390
H25 1.343 2.784 3.947
H26 1.730 -2.205 2.578
H27 4.662 -2.127 2.672
H28 6.470 -0.441 2.593
H29 5.972 1.966 2.750
H30 3.660 2.768 3.100
F1 4.365 -4.115 -2.743
Te1 2.872 -2.946 -2.748
F2 2.026 -4.588 -1.788
F3 2.236 -3.819 -4.235
F4 4.046 -1.976 -3.881
F5 1.510 -1.501 -3.414
O4 1.662 -3.429 0.465

Record 7
Below is 2 unconnected molecules or ions with the total composition C4H6O2, with properties calculated with wB97M-V/def2-TZVPD.

Calculated values
Kohn-Sham gap   0.3553 hartree
Structure (SMILES)   C=C=O.CC=O
HOMO   -8.707 eV

Atoms and positions in Å:
C1 -1.842 0.004 -0.802
C2 -2.571 0.719 0.007
C3 1.473 0.341 -0.292
C4 1.858 -0.758 0.645
O1 -1.346 -0.566 -1.702
O2 0.355 0.832 -0.198
H1 -3.024 1.680 -0.159
H2 -2.856 0.218 1.007
H3 2.065 0.697 -1.079
H4 0.909 -0.952 1.215
H5 2.803 -0.585 1.210
H6 2.176 -1.631 0.147

Record 8
Below is a single C2H2NPS molecule, with properties calculated with wB97M-V/def2-TZVPD.

Calculated values
Kohn-Sham gap (alpha / beta)   0.3079 / 0.3079 hartree
HOMO (alpha / beta)   -9.492 / -9.492 eV

Atoms and positions in Å:
C1 -0.607 -0.601 -0.027
C2 -0.754 0.783 0.095
N1 0.567 -1.310 -0.074
P1 1.967 -0.674 0.011
S1 1.734 1.346 -0.028
H1 -1.495 -1.155 -0.294
H2 -1.412 1.611 0.316

Record 9
Below is a molecular structure, C20H19FMoN3O10, with properties calculated with wB97M-V/def2-TZVPD.

Calculated values
Kohn-Sham gap (alpha / beta)   0.1838 / 0.1839 hartree
Net charge   +1
HOMO (alpha / beta)   -11.737 / -11.737 eV

Atoms and positions in Å:
Mo1 1.958 0.507 -0.210
O1 0.633 2.548 2.947
C1 1.033 1.765 2.062
O2 1.207 2.006 0.831
C2 1.171 0.319 2.542
C3 0.243 -0.570 1.705
C4 -0.066 -1.866 2.469
C5 1.277 -2.617 2.374
C6 2.136 -1.630 1.572
O3 1.108 -1.124 0.686
C7 2.501 -0.426 2.448
C8 3.749 0.242 1.872
O4 4.717 0.257 2.661
O5 3.734 0.590 0.658
H1 0.830 0.309 3.584
H2 -0.638 -0.090 1.277
H3 -0.392 -1.696 3.498
H4 -0.840 -2.441 1.952
H5 1.700 -2.869 3.349
H6 1.133 -3.545 1.811
H7 2.954 -2.100 1.022
H8 2.779 -0.785 3.446
F1 -2.429 3.149 3.288
C9 -2.736 3.025 1.992
C10 -1.948 2.395 1.117
N1 -2.294 2.269 -0.209
C11 -1.329 1.675 -1.165
C12 -0.028 2.506 -1.453
O6 -0.212 3.713 -1.652
O7 1.115 1.854 -1.442
C13 -3.463 2.822 -0.717
O8 -3.856 2.712 -1.868
N2 -4.245 3.492 0.196
C14 -4.001 3.620 1.536
O9 -4.784 4.167 2.292
H9 -1.015 1.977 1.414
H10 -1.833 1.533 -2.126
H11 -1.062 0.682 -0.789
H12 -5.097 3.889 -0.165
O10 3.181 0.562 -1.389
C15 -0.554 -3.649 -4.408
C16 0.031 -2.678 -3.428
C17 1.128 -3.017 -2.639
C18 1.624 -2.079 -1.753
N3 1.110 -0.840 -1.599
C19 0.049 -0.532 -2.374
C20 -0.517 -1.404 -3.288
H13 -0.015 -4.600 -4.400
H14 -0.500 -3.241 -5.421
H15 -1.599 -3.853 -4.158
H16 1.594 -3.993 -2.707
H17 2.477 -2.307 -1.122
H18 -0.346 0.458 -2.241
H19 -1.370 -1.090 -3.879

Record 10
Below is a single C3H7N molecule, with properties calculated with wB97M-V/def2-TZVPD.

Calculated values
Kohn-Sham gap   0.3895 hartree
Structure (SMILES)   NC1CC1
HOMO   -9.360 eV

Atoms and positions in Å:
C1 -0.230 0.040 0.390
C2 0.833 0.748 -0.238
C3 0.935 -0.774 -0.125
H1 -2.133 -0.958 -0.139
H2 -2.239 0.657 0.159
H3 -0.267 0.167 1.436
H4 0.699 1.258 -1.232
H5 1.380 1.391 0.446
H6 1.723 -1.087 0.590
H7 0.899 -1.399 -1.010
N1 -1.599 -0.042 -0.277

Record 11
Below is a molecular structure, C37H42N4O2S4Zr, with properties calculated with wB97M-V/def2-TZVPD.

Calculated values
Kohn-Sham gap   0.1925 hartree
Net charge   +4
HOMO   -17.051 eV

Atoms and positions in Å:
Zr1 -0.821 -0.266 0.224
C1 -4.227 -1.432 -0.800
C2 -3.088 -1.666 0.150
C3 -2.169 -2.696 -0.083
C4 -1.251 -3.109 0.903
C5 -0.540 -4.423 0.810
C6 -1.152 -2.345 2.070
C7 -2.062 -1.318 2.363
C8 -2.096 -0.740 3.749
C9 -3.005 -0.966 1.378
H1 -3.911 -1.470 -1.843
H2 -4.740 -0.492 -0.609
H3 -4.955 -2.234 -0.652
H4 -2.269 -3.278 -0.993
H5 -0.519 -4.821 -0.201
H6 -1.103 -5.129 1.430
H7 0.471 -4.382 1.214
H8 -0.461 -2.654 2.847
H9 -2.194 -1.561 4.462
H10 -2.945 -0.077 3.898
H11 -1.173 -0.211 3.995
H12 -3.801 -0.272 1.628
O1 0.841 -0.269 1.414
S1 1.988 0.687 1.948
C10 3.313 0.463 0.731
C11 2.847 0.527 -0.730
C12 3.272 -0.701 -1.545
C13 2.809 -2.047 -1.005
S2 1.145 -2.595 -1.407
O2 0.234 -1.335 -1.137
C14 1.188 -2.785 -3.157
C15 0.518 -1.930 -4.020
C16 0.588 -2.194 -5.381
C17 1.309 -3.286 -5.848
C18 1.953 -4.142 -4.961
C19 1.888 -3.906 -3.598
C20 2.673 -0.155 3.326
C21 2.644 -1.544 3.423
C22 3.269 -2.131 4.509
C23 3.920 -1.340 5.455
C24 3.939 0.043 5.335
C25 3.297 0.657 4.267
H13 3.789 -0.481 0.998
H14 4.014 1.262 0.985
H15 3.255 1.418 -1.205
H16 1.758 0.633 -0.778
H17 4.364 -0.743 -1.565
H18 2.966 -0.584 -2.587
H19 2.868 -2.130 0.082
H20 3.408 -2.866 -1.416
H21 -0.069 -1.104 -3.648
H22 0.070 -1.551 -6.080
H23 1.357 -3.484 -6.910
H24 2.495 -5.002 -5.330
H25 2.368 -4.592 -2.907
H26 2.145 -2.148 2.675
H27 3.260 -3.207 4.622
H28 4.413 -1.809 6.296
H29 4.444 0.647 6.076
H30 3.292 1.736 4.178
N1 -0.795 5.894 4.136
C26 -0.717 5.731 2.813
S3 -0.711 6.905 1.681
C27 -0.768 4.329 2.298
C28 0.047 3.951 1.225
C29 -0.137 2.727 0.645
N2 -1.037 1.808 1.078
C30 -1.802 2.170 2.128
C31 -1.699 3.396 2.754
H31 -0.846 6.833 4.506
H32 -0.763 5.134 4.793
H33 0.759 4.655 0.816
H34 0.440 2.471 -0.239
H35 -2.546 1.465 2.459
H36 -2.383 3.633 3.558
N3 -2.690 4.422 -5.115
C32 -2.854 3.139 -4.856
S4 -3.591 1.965 -5.723
C33 -2.308 2.490 -3.644
C34 -3.116 2.259 -2.515
C35 -2.649 1.451 -1.522
N4 -1.414 0.873 -1.533
C36 -0.608 1.174 -2.587
C37 -0.998 1.975 -3.623
H37 -3.077 4.807 -5.968
H38 -2.236 5.057 -4.477
H39 -4.116 2.668 -2.457
H40 -3.271 1.256 -0.655
H41 0.381 0.735 -2.580
H42 -0.319 2.162 -4.443

Record 12
Below is a single C7H8 molecule, with properties calculated with wB97M-V/def2-TZVPD.

Calculated values
Kohn-Sham gap   0.4026 hartree
Structure (SMILES)   C#CC[C@H](C)C#C
HOMO   -9.940 eV

Atoms and positions in Å:
C1 0.090 1.108 -0.898
C2 -0.375 0.354 0.357
C3 0.111 -1.112 0.407
C4 -0.377 -1.900 -0.731
C5 -0.792 -2.530 -1.670
C6 0.143 1.141 1.485
C7 0.662 1.930 2.233
H1 1.183 1.176 -0.889
H2 -0.230 0.623 -1.823
H3 -0.307 2.127 -0.870
H4 -1.472 0.339 0.391
H5 1.207 -1.134 0.430
H6 -0.232 -1.578 1.339
H7 -1.160 -3.089 -2.502
H8 1.124 2.656 2.863